No. 1
{
  "formula": "C5H13N2O4",
  "method": "ωB97M-V with the def2-TZVPD basis set",
  "species": ["O", "O", "O", "O", "N", "N", "C", "C", "C", "C", "C", "H", "H", "H", "H", "H", "H", "H", "H", "H", "H", "H", "H", "H"],
  "positions_angstrom": [[3.1086, 0.3280, -0.0934], [1.0902, 0.4654, -1.8466], [-0.6004, 1.7289, -0.7946], [0.4580, 1.0108, 1.7320], [-0.2211, -1.8027, -0.9804], [-2.7654, 0.5322, 0.3841], [0.3460, 0.5937, -0.7398], [-0.4125, -0.6393, -0.1744], [2.1343, -0.3921, 0.7303], [0.7668, 0.1892, 0.6651], [-1.9110, -0.6776, 0.3399], [-2.8079, 1.1365, 1.2310], [2.0497, -1.4460, 0.1920], [-3.7458, 0.3047, 0.1172], [1.9046, 0.8601, -1.5696], [0.3084, 1.9451, 1.4442], [2.4166, -0.5471, 1.8208], [-0.0314, -2.6160, -0.3718], [0.0452, 2.4579, -1.0774], [3.9775, -0.2154, 0.0159], [-2.5136, -1.3897, -0.1816], [0.5714, -1.6666, -1.6291], [-2.4238, 1.0268, -0.5037], [-1.7444, -1.1868, 1.2897]],
  "forces_ev_per_a": [[1.0343, -1.3753, 1.6285], [-0.7453, -0.7440, 0.0579], [2.5614, -0.2314, -0.4554], [0.3714, -1.1693, -0.8813], [2.0630, 1.0275, 2.1027], [-0.0755, 0.6583, -2.0013], [-3.1674, 1.0022, 2.2835], [-3.5355, -0.7871, -4.3993], [0.9191, -4.0359, -0.5367], [1.6416, 3.6390, -0.0322], [2.1106, -1.4839, 1.8330], [0.6647, 0.0378, 0.0638], [0.2878, 1.7216, 1.4930], [0.2355, -0.3214, 0.4419], [1.8678, 0.1652, -0.2974], [-0.5450, -0.0274, -0.1941], [-0.0092, 0.3856, -1.4753], [-0.7642, -0.1480, -0.7366], [-1.5029, -0.6368, 0.4058], [-2.1661, 1.6102, -0.3780], [0.2963, -0.4083, -1.0429], [-0.4547, -0.1795, 0.1795], [-0.3085, 0.6281, 1.1135], [-0.7793, 0.6727, 0.8274]],
  "nbo_charge": [-0.742, -0.647, -0.780, -0.618, -0.627, -0.872, 0.406, 0.160, -0.117, 0.233, -0.347, 0.391, 0.171, 0.424, 0.523, 0.462, 0.240, 0.403, 0.491, 0.514, 0.253, 0.415, 0.424, 0.242],
  "homo_ev": [-6.877, -14.669],
  "lumo_ha": [-0.1035, -0.2931],
  "homo_lumo_gap_ev": [4.060, 6.692],
  "s_squared": 2.0073,
  "charge": 1,
  "multiplicity": 3
}



No. 2
{
  "formula": "C23H51NO7P",
  "method": "ωB97M-V with the def2-TZVPD basis set",
  "species": ["P", "O", "O", "O", "O", "O", "O", "O", "N", "C", "C", "C", "C", "C", "C", "C", "C", "C", "C", "C", "C", "C", "C", "C", "C", "C", "C", "C", "C", "C", "C", "C", "H", "H", "H", "H", "H", "H", "H", "H", "H", "H", "H", "H", "H", "H", "H", "H", "H", "H", "H", "H", "H", "H", "H", "H", "H", "H", "H", "H", "H", "H", "H", "H", "H", "H", "H", "H", "H", "H", "H", "H", "H", "H", "H", "H", "H", "H", "H", "H", "H", "H", "H"],
  "positions_angstrom": [[0.6828, 0.6112, -0.9404], [8.3732, 0.0559, 1.4717], [-5.8664, 0.9478, -0.3918], [-6.3850, -0.9095, 1.8347], [-2.3282, -1.5189, 2.4183], [-4.4215, 2.9849, -4.0638], [-2.5456, 0.8376, -3.3785], [9.7829, -1.5597, 2.1065], [-0.4110, -2.2638, 1.4083], [-1.2762, -2.1337, 2.4722], [9.7915, -2.6082, -0.5319], [3.7687, 1.5033, 1.5125], [-5.1075, -0.3477, 1.5299], [2.9173, 1.9911, 0.3344], [1.4314, 1.6304, 0.5270], [-6.8170, -1.8538, 0.8783], [-3.0319, 0.1245, -4.4921], [6.9627, -0.2111, 1.2549], [9.2339, -1.4349, -0.1961], [9.1806, -1.0074, 1.2271], [-2.1538, 2.1654, -3.6886], [6.1250, 0.7149, 2.1384], [-5.4152, 2.2384, -3.3862], [-0.8572, -1.5880, 0.1767], [-7.2270, 1.3169, -0.3517], [-3.2287, 3.1561, -3.3042], [5.2728, 1.7414, 1.3430], [-5.2292, 1.0095, 0.8801], [1.8872, -3.0551, 0.9384], [-0.9153, -2.8602, 3.7557], [-0.7675, -0.0598, 0.1479], [1.0100, -2.0630, 1.7013], [-3.7244, 0.7219, -5.0924], [1.3509, 1.1025, 1.4853], [3.4231, 1.9701, 2.4404], [-0.1794, -2.2716, 4.3089], [-0.1221, 1.8002, -1.3478], [1.7431, -4.0684, 1.3204], [-1.8076, -2.9400, 4.3699], [-3.4381, 3.0794, -2.2328], [-0.2522, -1.9666, -0.6567], [-7.7485, 0.8550, 0.4908], [9.3885, -3.2052, -1.3436], [1.3284, -1.0494, 1.4525], [0.8174, 2.5314, 0.6256], [-1.8855, -1.8949, -0.0127], [-2.2022, -0.2122, -5.1263], [-1.9085, 2.2545, -4.7532], [-7.3321, 2.4073, -0.2842], [-3.5588, -0.7528, -4.1163], [-7.8856, -2.0125, 1.0285], [-0.4744, -3.8386, 3.5663], [6.7073, -0.0825, 0.2009], [-1.2482, 2.3764, -3.1121], [5.5379, 1.6993, 0.2850], [3.5725, 0.4287, 1.6170], [-6.6525, -1.5028, -0.1435], [8.8359, -0.7598, -0.9466], [1.7550, 1.0716, -1.8522], [-2.8660, 4.1688, -3.5076], [-1.6664, 0.3001, -0.3654], [10.6431, -2.9963, 0.0162], [3.3007, 1.5275, -0.5809], [-6.1526, 1.9238, -4.1262], [-6.2973, -2.8091, 1.0163], [-4.2207, 1.4008, 0.7189], [-7.6896, 0.9799, -1.2800], [-0.7945, 0.3877, 1.1446], [5.5305, 2.7301, 1.7284], [-5.7639, 1.7052, 1.5362], [-5.9137, 2.8584, -2.6322], [-4.5303, -1.0232, 0.8954], [5.4537, 0.0928, 2.7321], [2.9420, -2.8038, 1.0807], [1.6818, -3.0007, -0.1292], [0.1072, -0.1170, -2.0953], [1.5517, -0.5636, -0.6284], [-5.0022, 1.3552, -2.8975], [6.7955, 1.2207, 2.8329], [-4.5648, -0.2411, 2.4695], [6.7682, -1.2553, 1.5122], [1.2141, -2.2188, 2.7597], [2.9980, 3.0822, 0.2964]],
  "forces_ev_per_a": [[-0.1322, 0.3496, -0.3588], [-0.1624, -0.1104, 0.0875], [-0.1382, -0.0638, 0.0899], [-0.0540, 0.0835, -0.1469], [-0.1659, -0.2459, -0.1692], [0.0021, -0.0598, 0.0034], [-0.2131, 0.0744, -0.1400], [0.0348, 0.1116, 0.1066], [-0.1738, 0.9335, 0.3308], [-0.1181, -0.0872, 0.0869], [-0.1861, 0.3117, 0.0117], [-0.0408, -0.0694, -0.4049], [-0.1165, 0.0164, 0.1950], [-0.4440, 0.1328, 0.9139], [0.6431, 0.0417, -0.0623], [-0.0050, -0.0214, 0.0767], [0.0827, -0.0794, 0.0684], [-0.1847, -0.0845, 0.1675], [0.3662, -0.1877, -0.1929], [0.9524, 0.3088, -0.1733], [0.1683, -0.1341, 0.2073], [-0.0981, 0.1276, -0.4362], [0.0073, 0.0273, -0.0324], [-0.0528, 0.2691, -0.2897], [0.0479, 0.0079, -0.0499], [0.0016, 0.1485, -0.1840], [0.1044, -0.2761, 0.7260], [0.2180, 0.0411, -0.1534], [0.1114, 0.1852, 0.1421], [0.3760, 0.2057, 0.0666], [-0.1602, 0.0046, -0.2797], [0.6622, -0.9076, -0.1175], [-0.0005, 0.0018, -0.0073], [-0.1985, -0.1851, -0.1101], [-0.0104, -0.0458, 0.0205], [-0.0618, -0.0371, 0.0819], [-0.1995, -0.0162, 0.1550], [-0.1345, -0.0294, -0.1669], [-0.0382, -0.0575, -0.0833], [-0.0184, -0.0482, 0.0042], [0.0368, -0.1070, 0.0845], [-0.0061, -0.0044, 0.0005], [0.7324, 0.5099, -0.6845], [-0.2625, 0.0666, -0.0774], [-0.0291, -0.0170, -0.0644], [0.0412, -0.1894, 0.1369], [-0.0271, 0.0149, -0.0446], [-0.0726, 0.0212, -0.0232], [-0.0422, -0.0037, 0.0380], [0.0329, -0.0147, 0.0142], [0.0065, -0.0122, 0.0314], [-0.0427, -0.0102, -0.0101], [0.1138, 0.0650, -0.0259], [-0.0201, -0.0239, 0.0319], [0.0044, 0.0860, -0.0214], [0.0931, -0.0050, 0.0165], [0.0085, -0.0025, -0.0062], [-1.0311, -0.4897, 0.1489], [0.0470, 0.0997, 0.1357], [0.0215, -0.0039, 0.0350], [0.0662, 0.0807, -0.0353], [-0.7315, -0.5281, 0.7042], [-0.0138, 0.2031, -0.1380], [-0.0012, 0.0547, -0.0223], [0.0165, -0.0026, -0.0631], [0.0006, -0.0024, 0.0096], [0.0208, 0.0254, -0.0210], [0.0876, -0.1474, 0.0838], [-0.0806, 0.1497, -0.3221], [-0.0302, -0.0246, 0.0136], [0.0051, -0.0511, 0.0511], [0.0313, -0.0010, 0.0114], [0.0230, 0.0482, 0.0925], [-0.0188, 0.0579, -0.0299], [-0.0049, -0.1232, -0.0008], [0.0127, -0.2165, 0.1391], [0.0212, -0.0768, 0.2112], [-0.0031, 0.0224, 0.0483], [0.0624, -0.0916, -0.0088], [0.0667, -0.0500, -0.0335], [0.1022, -0.0160, 0.0165], [-0.2100, 0.1108, 0.0442], [0.3026, -0.0375, -0.4498]],
  "mulliken_charge": [0.220, -0.333, -0.139, -0.448, -0.553, -0.394, -0.218, -0.548, 0.288, 0.677, -0.573, -0.240, -0.238, -0.720, -1.230, -0.679, -0.930, -0.411, -0.227, 0.572, -0.330, -0.783, -0.715, -1.084, -1.001, -0.501, -0.802, -0.673, -1.486, -1.356, -0.873, 0.920, 0.383, 0.370, 0.262, 0.304, -0.557, 0.401, 0.358, 0.201, 0.447, 0.457, 0.254, -0.913, 0.560, 0.459, 0.295, 0.339, 0.299, 0.248, 0.249, 0.350, 0.251, 0.212, 0.442, 0.056, 0.247, 0.394, 0.153, 0.389, 0.084, 0.263, 0.542, 0.312, 0.320, 0.344, 0.232, 0.603, 0.292, 0.388, 0.301, 0.301, 0.429, 0.269, 0.330, -0.042, 0.004, 0.326, 0.442, 0.332, 0.315, 0.398, 0.112],
  "homo_ev": -3.681,
  "lumo_ha": 0.0599,
  "homo_lumo_gap_ev": 5.311,
  "charge": -1
}



No. 3
{
  "formula": "C4H11NS2",
  "method": "ωB97M-V with the def2-TZVPD basis set",
  "species": ["S", "S", "N", "C", "C", "C", "C", "H", "H", "H", "H", "H", "H", "H", "H", "H", "H", "H"],
  "positions_angstrom": [[-0.3792, 0.3015, -1.4745], [-2.4132, 0.5844, -1.3093], [0.4811, -1.2148, 1.3046], [2.8148, -0.5328, 1.8818], [0.2507, 0.9981, 0.0756], [0.0292, 0.1604, 1.3337], [1.9147, -1.4305, 1.0300], [-0.1772, 1.9897, 0.2096], [-0.0278, -1.6700, 0.5548], [2.1175, -2.4659, 1.2942], [1.3186, 1.0682, -0.1395], [-1.0457, 0.1110, 1.5340], [2.1362, -1.2083, 0.0142], [-2.7403, -0.5060, -0.6022], [2.6647, 0.5266, 1.6754], [2.6039, -0.7157, 2.9356], [0.4865, 0.7157, 2.1547], [3.8383, -0.7643, 1.6407]],
  "forces_ev_per_a": [[-0.3325, -0.1094, 0.1237], [0.1709, 0.0976, -0.0284], [0.3402, -0.0718, -0.0642], [-0.6839, -0.2793, 0.0002], [0.1313, -0.2093, -0.1421], [-0.4673, 0.0447, -0.1985], [-0.4874, 0.7570, 1.3526], [0.1443, 0.1106, -0.0537], [-0.1106, -0.1722, 0.1289], [0.1528, -0.1068, -0.3727], [0.0842, 0.2675, 0.0572], [0.0377, 0.1950, 0.0698], [0.3518, -0.2204, -1.2291], [0.0163, -0.1160, 0.0200], [-0.0259, 0.0079, -0.0095], [0.2167, 0.0795, 0.0671], [-0.0220, -0.1766, 0.1321], [0.4835, -0.0980, 0.1465]],
  "nbo_charge": [0.090, -0.138, -0.621, -0.620, -0.559, -0.241, -0.220, 0.230, 0.356, 0.200, 0.217, 0.202, 0.162, 0.120, 0.196, 0.212, 0.200, 0.215],
  "homo_ev": -8.925,
  "lumo_ha": 0.0194,
  "homo_lumo_gap_ev": 9.453,
  "smiles": "CCNCCSS"
}



No. 4
{
  "formula": "C4H10N2O2",
  "method": "ωB97M-V with the def2-TZVPD basis set",
  "species": ["O", "O", "N", "N", "C", "C", "C", "C", "H", "H", "H", "H", "H", "H", "H", "H", "H", "H"],
  "positions_angstrom": [[-1.1206, 0.4255, -0.6736], [-1.7306, 1.6780, -0.4160], [-1.5197, -1.8145, -0.0263], [-1.8297, -0.0232, 1.5014], [1.8024, -0.9158, -0.6729], [1.2216, 0.1139, -0.0755], [1.5764, 1.5490, -0.2001], [-1.3167, -0.5485, 0.4615], [0.8107, 2.1288, -0.7139], [1.7118, 2.0338, 0.7674], [1.6093, -1.9414, -0.3992], [-1.9753, -1.8637, -0.9267], [-2.0675, -0.6792, 2.2351], [-1.8806, 1.5979, 0.5598], [2.5172, -0.7751, -1.4718], [-0.7597, -2.4723, 0.0336], [0.4748, -0.1342, 0.8265], [2.4762, 1.6413, -0.8093]],
  "forces_ev_per_a": [[-0.7711, -2.2168, 1.2504], [0.0220, -0.0747, 0.8469], [0.8536, -1.1523, 0.1224], [1.7605, -0.0463, -0.2186], [0.1057, 0.2101, -0.1793], [-0.5729, -1.1165, 3.0359], [-0.0575, 0.3477, -0.7158], [-3.9497, 3.1953, -1.8462], [-0.2430, -0.0973, 0.0234], [0.1725, -0.1911, 0.0181], [-0.2025, -0.0953, 0.0143], [0.2909, 0.3967, -0.0798], [-0.1958, -0.1830, -0.2360], [-0.0700, 0.1988, -0.2967], [0.1376, 0.0869, -0.0592], [0.1325, 0.0013, 0.0749], [2.4314, 0.6368, -1.9273], [0.1558, 0.0999, 0.1726]],
  "nbo_charge": [-0.302, -0.438, -0.872, -0.723, -0.455, -0.102, -0.666, 0.663, 0.240, 0.221, 0.184, 0.411, 0.380, 0.478, 0.193, 0.398, 0.178, 0.212],
  "homo_ev": -9.063,
  "lumo_ha": 0.0241,
  "homo_lumo_gap_ev": 9.719,
  "smiles": "[H]/N=C(\\N)OO.C=CC"
}



Energy relative to the best compared isomer or geometry (same formula, charge and spin) in kJ/mol, matching the order above: 64.2 0.0 38.1 625.4